# 1
{
  "formula": "C23H21BrEuF4N4",
  "method": "ωB97M-V with the def2-TZVPD basis set",
  "lumo_energy_ev": [0.1, 0.1],
  "spin_multiplicity": 8,
  "relative_energy_kj_mol": 27.1,
  "e_tot_ev": -130391.9792,
  "total_charge": 0,
  "mol_weight_g_mol": 661.31,
  "gap_ev": [6.810, 7.150],
  "elements": ["Eu", "C", "N", "C", "C", "C", "N", "C", "C", "F", "C", "F", "C", "C", "F", "C", "F", "H", "H", "H", "H", "H", "H", "H", "H", "H", "H", "H", "Br", "C", "C", "C", "C", "C", "C", "C", "C", "C", "C", "H", "H", "H", "H", "H", "H", "N", "C", "C", "C", "N", "H", "H", "H", "H"],
  "coordinates": [[-0.172, 0.567, 0.065], [-3.378, -1.162, 0.500], [-2.244, -1.182, -0.416], [-2.703, -0.885, -1.766], [-1.592, -2.500, -0.358], [-0.305, -2.606, -1.155], [0.609, -1.558, -0.758], [1.933, -1.679, -1.064], [2.850, -0.795, -0.419], [2.330, 0.087, 0.476], [4.192, -0.792, -0.642], [4.962, 0.080, 0.034], [4.791, -1.686, -1.532], [3.923, -2.570, -2.170], [4.429, -3.445, -3.064], [2.569, -2.583, -1.955], [1.827, -3.450, -2.680], [-4.102, -1.959, 0.268], [-3.885, -0.199, 0.441], [-3.031, -1.312, 1.525], [-3.387, -1.658, -2.148], [-1.858, -0.820, -2.453], [-3.229, 0.070, -1.767], [-2.299, -3.268, -0.717], [-1.374, -2.710, 0.691], [-0.532, -2.595, -2.229], [0.100, -3.606, -0.959], [5.854, -1.690, -1.716], [-0.188, 1.021, 2.893], [0.617, 2.770, 2.903], [0.794, 3.252, 4.164], [1.387, 4.528, 4.317], [1.758, 5.231, 3.215], [1.561, 4.718, 1.905], [1.953, 5.482, 0.774], [1.761, 4.983, -0.478], [1.179, 3.699, -0.645], [0.768, 2.881, 0.379], [0.973, 3.436, 1.688], [0.499, 2.672, 5.027], [1.544, 4.926, 5.312], [2.218, 6.209, 3.321], [2.402, 6.458, 0.931], [2.062, 5.567, -1.342], [1.070, 3.361, -1.678], [-3.085, 2.410, 1.362], [-4.004, 3.370, 1.131], [-3.959, 3.642, -0.214], [-2.947, 2.792, -0.707], [-2.429, 2.047, 0.255], [-2.785, 2.021, 2.240], [-4.596, 3.780, 1.932], [-4.550, 4.360, -0.754], [-2.567, 2.713, -1.714]]
}


# 2
{
  "formula": "C22H31FN2O3",
  "method": "ωB97M-V with the def2-TZVPD basis set",
  "lumo_energy_ev": 0.6,
  "relative_energy_kj_mol": 0.0,
  "e_tot_ev": -35158.5209,
  "total_charge": 0,
  "mol_weight_g_mol": 390.50,
  "smiles": "CN(CCC1CCOCC1)C(=O)[C@@H]1CCC(=O)N(CCc2cccc(F)c2)C1",
  "gap_ev": 9.792,
  "elements": ["C", "N", "C", "C", "C", "C", "C", "O", "C", "C", "C", "O", "C", "C", "C", "C", "O", "N", "C", "C", "C", "C", "C", "C", "C", "F", "C", "C", "H", "H", "H", "H", "H", "H", "H", "H", "H", "H", "H", "H", "H", "H", "H", "H", "H", "H", "H", "H", "H", "H", "H", "H", "H", "H", "H", "H", "H", "H", "H"],
  "coordinates": [[-3.011, -3.478, -0.662], [-2.568, -2.229, -0.073], [-1.262, -2.283, 0.552], [-0.136, -1.909, -0.419], [1.264, -2.057, 0.185], [1.645, -3.522, 0.421], [3.093, -3.614, 0.910], [3.994, -3.028, 0.004], [3.718, -1.659, -0.181], [2.313, -1.438, -0.745], [-3.367, -1.145, -0.209], [-4.445, -1.215, -0.774], [-2.893, 0.199, 0.336], [-4.012, 0.869, 1.153], [-4.176, 2.356, 0.809], [-2.850, 3.033, 0.542], [-2.482, 4.059, 1.078], [-2.109, 2.387, -0.395], [-0.775, 2.859, -0.696], [0.240, 2.337, 0.327], [1.682, 2.604, -0.001], [2.090, 3.550, -0.933], [3.435, 3.757, -1.192], [4.405, 3.027, -0.530], [3.990, 2.093, 0.401], [4.916, 1.369, 1.068], [2.655, 1.872, 0.672], [-2.551, 1.098, -0.865], [-2.279, -3.839, -1.387], [-3.150, -4.233, 0.113], [-3.959, -3.299, -1.164], [-1.230, -1.638, 1.433], [-1.119, -3.309, 0.897], [-0.209, -2.537, -1.309], [-0.272, -0.874, -0.739], [1.293, -1.530, 1.147], [0.994, -3.986, 1.162], [1.555, -4.073, -0.518], [3.402, -4.657, 1.007], [3.180, -3.125, 1.894], [4.477, -1.289, -0.872], [3.824, -1.127, 0.777], [2.140, -0.367, -0.870], [2.249, -1.915, -1.725], [-1.998, 0.105, 0.950], [-4.955, 0.360, 0.946], [-3.797, 0.762, 2.217], [-4.678, 2.882, 1.621], [-4.785, 2.459, -0.091], [-0.809, 3.950, -0.654], [-0.510, 2.539, -1.706], [0.005, 2.796, 1.292], [0.108, 1.257, 0.441], [1.359, 4.140, -1.460], [3.731, 4.497, -1.920], [5.456, 3.173, -0.718], [2.380, 1.138, 1.414], [-1.760, 0.652, -1.472], [-3.444, 1.196, -1.493]]
}


# 3
{
  "formula": "C29H89O38P9",
  "method": "ωB97M-V with the def2-TZVPD basis set",
  "lumo_energy_ev": 0.1,
  "relative_energy_kj_mol": 364.9,
  "e_tot_ev": -192935.1329,
  "total_charge": 0,
  "mol_weight_g_mol": 1324.76,
  "smiles": "COP(=O)(OC)OC.COP(=O)(OC)OC.COP(=O)(OC)OC.COP(=O)(OC)OC.COP(=O)(OC)OC.COP(=O)(OC)OC.COP(=O)(OC)OC.COP(=O)(OC)OC.COP(=O)(OC)OC.CO.CO",
  "gap_ev": 10.178,
  "elements": ["C", "O", "P", "O", "O", "C", "O", "C", "H", "H", "H", "H", "H", "H", "H", "H", "H", "C", "O", "P", "O", "O", "C", "O", "C", "H", "H", "H", "H", "H", "H", "H", "H", "H", "C", "O", "P", "O", "O", "C", "O", "C", "H", "H", "H", "H", "H", "H", "H", "H", "H", "C", "O", "P", "O", "O", "C", "O", "C", "H", "H", "H", "H", "H", "H", "H", "H", "H", "C", "O", "P", "O", "O", "C", "O", "C", "H", "H", "H", "H", "H", "H", "H", "H", "H", "C", "O", "P", "O", "O", "C", "O", "C", "H", "H", "H", "H", "H", "H", "H", "H", "H", "C", "O", "P", "O", "O", "C", "O", "C", "H", "H", "H", "H", "H", "H", "H", "H", "H", "C", "O", "P", "O", "O", "C", "O", "C", "H", "H", "H", "H", "H", "H", "H", "H", "H", "C", "O", "P", "O", "O", "C", "O", "C", "H", "H", "H", "H", "H", "H", "H", "H", "H", "C", "O", "H", "H", "H", "H", "C", "O", "H", "H", "H", "H"],
  "coordinates": [[-4.608, -9.182, -2.770], [-3.612, -8.410, -3.462], [-2.102, -8.166, -2.837], [-1.134, -7.609, -3.813], [-2.400, -7.173, -1.650], [-2.580, -5.785, -1.943], [-1.791, -9.604, -2.128], [-1.218, -10.683, -2.849], [-4.500, -9.112, -1.688], [-4.679, -10.236, -3.037], [-5.575, -8.693, -2.888], [-2.100, -5.143, -1.204], [-3.639, -5.527, -1.935], [-2.246, -5.396, -2.905], [-0.912, -10.472, -3.874], [-1.961, -11.480, -2.826], [-0.336, -11.012, -2.299], [-1.567, -4.207, 4.130], [-1.581, -3.336, 5.272], [-2.952, -2.657, 5.832], [-2.874, -1.936, 7.114], [-4.044, -3.852, 5.770], [-4.094, -4.690, 6.925], [-3.356, -1.663, 4.564], [-2.779, -0.411, 4.511], [-1.743, -5.235, 4.446], [-0.691, -4.139, 3.484], [-2.403, -3.971, 3.472], [-4.980, -4.493, 7.529], [-3.283, -4.613, 7.649], [-4.103, -5.687, 6.484], [-2.119, -0.183, 5.348], [-3.421, 0.464, 4.411], [-2.214, -0.390, 3.579], [1.817, 0.610, 6.423], [2.493, 1.815, 6.518], [2.142, 2.938, 5.402], [2.142, 2.586, 3.993], [3.154, 4.180, 5.745], [3.374, 4.658, 7.062], [0.694, 3.560, 5.875], [0.023, 4.742, 5.326], [2.436, -0.192, 6.020], [0.976, 0.610, 5.729], [1.389, 0.428, 7.408], [4.380, 4.539, 7.463], [2.782, 4.136, 7.813], [3.153, 5.718, 6.936], [0.670, 5.398, 4.743], [-0.319, 5.343, 6.169], [-0.876, 4.489, 4.764], [-1.432, 9.224, -2.198], [-1.179, 7.915, -1.686], [-2.407, 6.849, -1.498], [-3.303, 6.662, -2.670], [-1.751, 5.497, -0.947], [-0.708, 5.595, -0.019], [-3.187, 7.348, -0.178], [-4.245, 8.262, -0.280], [-1.031, 10.051, -1.613], [-2.479, 9.522, -2.260], [-1.029, 9.229, -3.211], [-0.848, 4.891, 0.801], [-0.394, 6.584, 0.316], [0.204, 5.227, -0.489], [-4.680, 8.345, -1.276], [-3.930, 9.220, 0.132], [-5.091, 7.924, 0.319], [6.830, 3.659, 3.057], [6.727, 5.047, 2.631], [6.244, 5.468, 1.146], [7.342, 5.417, 0.178], [4.991, 4.489, 0.768], [5.252, 3.240, 0.222], [5.533, 6.912, 1.419], [4.586, 7.127, 2.386], [6.840, 2.944, 2.234], [5.994, 3.353, 3.686], [7.775, 3.441, 3.555], [6.148, 3.231, -0.397], [4.562, 3.046, -0.600], [5.209, 2.354, 0.857], [3.729, 7.574, 1.883], [4.847, 7.763, 3.232], [4.306, 6.158, 2.797], [-1.074, 1.314, -4.387], [-1.247, 0.435, -5.452], [-2.583, -0.414, -5.493], [-2.885, -0.953, -4.127], [-3.705, 0.584, -6.087], [-3.547, 1.044, -7.427], [-2.293, -1.540, -6.637], [-1.388, -2.588, -6.328], [-0.334, 1.029, -3.639], [-2.019, 1.711, -4.018], [-0.660, 2.255, -4.748], [-2.554, 0.901, -7.854], [-3.792, 2.100, -7.548], [-4.195, 0.455, -8.076], [-0.705, -2.313, -5.524], [-0.768, -2.814, -7.195], [-1.885, -3.552, -6.222], [5.355, -7.521, 5.880], [4.721, -6.566, 5.055], [5.174, -4.985, 5.227], [6.623, -4.765, 4.988], [4.237, -4.148, 4.203], [4.790, -3.013, 3.476], [4.769, -4.446, 6.707], [3.636, -5.000, 7.430], [4.833, -7.838, 6.783], [6.252, -7.156, 6.379], [5.585, -8.432, 5.328], [4.083, -2.210, 3.683], [4.904, -3.225, 2.413], [5.768, -2.772, 3.893], [2.931, -5.540, 6.798], [2.937, -4.295, 7.880], [3.889, -5.650, 8.268], [4.180, 0.135, -5.183], [3.695, -0.076, -6.534], [3.841, 1.142, -7.689], [3.347, 2.459, -7.249], [5.390, 1.073, -8.153], [5.802, 1.810, -9.316], [3.135, 0.561, -9.007], [1.764, 0.346, -9.141], [4.953, -0.542, -4.820], [3.372, 0.126, -4.452], [4.753, 1.061, -5.121], [5.311, 2.775, -9.446], [5.603, 1.257, -10.234], [6.878, 1.985, -9.323], [1.331, 0.991, -9.907], [1.152, 0.530, -8.258], [1.700, -0.732, -9.289], [-9.705, 1.468, 0.801], [-8.313, 1.639, 0.627], [-7.718, 2.967, -0.083], [-8.092, 4.269, 0.546], [-6.115, 2.619, 0.009], [-5.574, 1.418, -0.532], [-8.127, 2.792, -1.668], [-7.677, 3.741, -2.591], [-10.288, 2.181, 0.218], [-10.052, 1.541, 1.831], [-9.917, 0.458, 0.451], [-4.533, 1.464, -0.851], [-6.192, 1.078, -1.364], [-5.573, 0.621, 0.211], [-6.966, 4.486, -2.232], [-8.562, 4.218, -3.012], [-7.187, 3.210, -3.407], [0.407, -1.005, 0.257], [1.329, 0.048, 0.165], [0.501, -1.709, -0.570], [0.675, -1.511, 1.185], [-0.593, -0.570, 0.237], [1.322, 0.530, 0.995], [3.499, -4.916, -2.231], [2.972, -6.214, -2.110], [4.546, -5.046, -2.504], [2.879, -4.424, -2.980], [3.452, -4.454, -1.244], [2.277, -6.336, -2.760]]
}


Question: What is the formula in the third record?
Answer: C29H89O38P9